{
  "formula": "C4H11NO2",
  "method": "ωB97M-V/def2-TZVPD",
  "energy_ev": -9910.00609,
  "relative_energy_ev": 2.2358,
  "mol_weight_da": 105.1,
  "homo_ev": -9.03,
  "symbols": ["C", "C", "C", "C", "N", "O", "O", "H", "H", "H", "H", "H", "H", "H", "H", "H", "H", "H"],
  "xyz": [[0.132110, 0.069578, -0.061738], [0.739834, -0.733400, 1.032308], [-1.481504, -0.371341, 0.357599], [0.480624, -0.391031, -1.467677], [0.327563, 1.488227, 0.083865], [2.304850, -0.444249, 0.884397], [-2.324360, 0.718412, 0.037748], [2.415405, 0.522278, 0.953670], [-2.139136, 0.970391, -0.882192], [0.300945, 1.797478, 1.052836], [-0.228533, 2.009805, -0.592947], [0.693252, -1.811584, 0.894459], [0.493900, -0.396759, 2.039121], [-1.743730, -1.237401, -0.259244], [-1.707844, -0.642646, 1.390774], [0.324676, -1.468237, -1.574453], [-0.127881, 0.121049, -2.219692], [1.539830, -0.200572, -1.668834]],
  "forces_ev_per_a": [[-3.453, -1.134, 1.593], [5.159, 1.593, -0.680], [0.804, 0.875, -2.123], [0.110, -0.217, 0.225], [0.730, -0.576, -0.163], [-1.940, -0.620, 0.743], [-0.281, 0.084, -0.288], [-0.320, -0.579, -0.128], [-0.254, -0.159, 0.422], [-0.550, 0.234, -0.554], [0.198, 0.090, 0.832], [-0.262, 0.155, 0.072], [-0.271, -0.168, -0.124], [0.060, -0.126, 0.000], [0.569, 0.310, 0.067], [-0.101, 0.118, 0.012], [0.039, 0.013, 0.039], [-0.238, 0.105, 0.056]]
}

=====

{
  "formula": "C51H46BF7IrN4S3SbSi2",
  "method": "ωB97M-V/def2-TZVPD",
  "spin_multiplicity": 5,
  "energy_ev": -136937.71579,
  "mol_weight_da": 1325.1,
  "homo_ev": [-7.29, -8.18],
  "symbols": ["Ir", "C", "Si", "C", "C", "N", "C", "C", "C", "C", "C", "C", "N", "Si", "C", "C", "C", "H", "H", "H", "H", "H", "H", "H", "H", "H", "H", "H", "H", "H", "H", "H", "H", "H", "H", "H", "H", "H", "H", "S", "C", "C", "C", "C", "C", "C", "N", "C", "C", "C", "C", "C", "C", "C", "C", "N", "C", "C", "C", "C", "C", "S", "C", "H", "H", "H", "H", "H", "H", "H", "H", "H", "H", "H", "H", "S", "C", "F", "B", "F", "F", "F", "F", "C", "C", "C", "C", "C", "C", "Sb", "C", "C", "C", "C", "F", "C", "C", "C", "C", "C", "C", "F", "C", "C", "H", "H", "H", "H", "H", "H", "H", "H", "H", "H", "H", "H"],
  "xyz": [[0.711308, -0.312200, 0.234096], [-2.328018, -3.615251, 2.493502], [-1.911079, -2.419629, 1.072880], [-2.875862, -3.002479, -0.441233], [-2.423023, -0.724326, 1.736957], [-0.216021, -2.299865, 0.633375], [0.641100, -3.318289, 0.638851], [0.231438, -4.665182, 0.849886], [1.127708, -5.690856, 0.941325], [2.505281, -5.435792, 0.800955], [2.945815, -4.162831, 0.564410], [2.058687, -3.055834, 0.474611], [2.491802, -1.798253, 0.294806], [4.216050, -1.523686, 0.195023], [5.097494, -2.389326, -1.226305], [4.775577, 0.329249, -0.172008], [5.007261, -1.853726, 1.882391], [-3.205029, -3.255476, 3.035032], [-1.510147, -3.699862, 3.214307], [-2.557211, -4.619981, 2.134595], [-3.907625, -3.256867, -0.188628], [-2.398777, -3.892432, -0.858242], [-2.888081, -2.255634, -1.233476], [-3.509464, -0.619122, 1.749320], [-2.013719, 0.097223, 1.149926], [-2.068222, -0.612145, 2.763643], [-0.826922, -4.867238, 0.935668], [0.779841, -6.700051, 1.118974], [3.218036, -6.246667, 0.873325], [4.006299, -3.984731, 0.444722], [4.534038, -2.236512, -2.147505], [5.212850, -3.463900, -1.073431], [6.090619, -1.962974, -1.375366], [4.577030, 0.439749, -1.240770], [5.842664, 0.355655, 0.042620], [3.034681, 1.478103, 0.304806], [4.790741, -2.860522, 2.246123], [4.625360, -1.148963, 2.624809], [6.091833, -1.740214, 1.839871], [1.570794, -2.209215, 7.181145], [1.881403, -3.889193, 7.268669], [1.876437, -4.467764, 6.038969], [1.616042, -3.541913, 5.001682], [1.420052, -2.263828, 5.453462], [1.122439, -1.064790, 4.678014], [0.912652, -1.156940, 3.293056], [0.653667, -0.122913, 2.526575], [0.568518, 1.104555, 3.057955], [0.730662, 1.306955, 4.440463], [0.628000, 2.631266, 4.971022], [0.379893, 3.681579, 4.163604], [0.231793, 3.508071, 2.749707], [0.044917, 4.588212, 1.889054], [-0.029380, 4.388504, 0.522808], [0.082448, 3.059256, 0.067024], [0.232114, 2.016327, 0.859413], [0.324693, 2.221231, 2.191551], [-0.212702, 5.496689, -0.407780], [-0.386759, 5.458814, -1.763360], [-0.548390, 6.736522, -2.348119], [-0.499412, 7.738947, -1.432116], [-0.253508, 7.142255, 0.152117], [1.016257, 0.196007, 5.239486], [2.048574, -4.356465, 8.225153], [2.049417, -5.520707, 5.873224], [1.590375, -3.819831, 3.956398], [0.946092, -2.118235, 2.797845], [0.766655, 2.771874, 6.035680], [0.308959, 4.685992, 4.561581], [-0.019519, 5.587182, 2.302971], [0.068990, 2.857088, -0.998355], [-0.406097, 4.550720, -2.343728], [-0.694067, 6.892352, -3.406988], [-0.592788, 8.799989, -1.596258], [1.162001, 0.335108, 6.304236], [4.590749, 1.998595, 1.987797], [4.058637, 1.267568, 0.631395], [1.596528, 0.379879, -4.256455], [2.445199, 0.501283, -3.163796], [1.638262, 0.161288, -1.975894], [3.510787, -0.378850, -3.218216], [2.872100, 1.816276, -2.977240], [-2.825360, -3.795134, -6.118610], [-2.534120, -2.862291, -5.191799], [-3.567511, -2.124068, -4.648769], [-3.264058, -1.156625, -3.701953], [-1.950217, -0.962423, -3.291451], [-0.931988, -1.734605, -3.842359], [-1.218396, -2.681655, -4.814202], [-1.331942, 0.581957, -1.940476], [-3.270138, 1.318199, -1.306677], [-3.474844, 2.694972, -1.259542], [-4.645208, 3.230756, -0.744061], [-5.617564, 2.367445, -0.279287], [-6.759182, 2.874617, 0.219660], [-5.451645, 0.996828, -0.309301], [-4.266133, 0.481142, -0.812803], [-1.232922, 1.999217, -3.581132], [-0.074885, 2.694345, -3.904384], [-0.052690, 3.557098, -4.993403], [-1.196385, 3.701519, -5.748110], [-1.186896, 4.544586, -6.798405], [-2.361753, 3.013958, -5.460038], [-2.368427, 2.161882, -4.368703], [-4.584378, -2.311100, -4.967187], [-4.063339, -0.557622, -3.282187], [0.095618, -1.590020, -3.530768], [-0.435196, -3.263593, -5.280645], [-2.717184, 3.367794, -1.648055], [-4.805631, 4.299632, -0.695678], [-6.235443, 0.350675, 0.063573], [-4.123352, -0.592660, -0.818190], [0.837966, 2.550232, -3.339582], [0.845109, 4.102706, -5.252457], [-3.234468, 3.144332, -6.085414], [-3.275240, 1.619003, -4.135198]],
  "forces_ev_per_a": [[0.548, -0.164, -0.037], [0.306, 0.066, -0.220], [-0.681, 0.081, 0.233], [0.176, 0.217, 0.263], [0.021, -0.265, -0.244], [0.114, 0.490, 0.000], [-0.096, -0.051, -0.063], [0.019, -0.254, 0.016], [-0.288, -0.002, 0.027], [0.240, 0.238, -0.052], [0.070, -0.416, 0.071], [0.230, 0.272, -0.006], [-0.872, 0.360, -0.140], [1.276, 0.955, 0.027], [-0.290, -0.264, 0.180], [-0.322, -1.003, -0.416], [-0.292, -0.222, -0.210], [-0.015, 0.100, -0.052], [0.007, 0.004, 0.018], [-0.002, -0.002, 0.031], [-0.013, 0.018, 0.037], [0.002, -0.029, 0.019], [0.019, -0.056, -0.068], [-0.030, -0.041, 0.015], [-0.061, 0.081, -0.001], [0.029, -0.036, 0.023], [0.056, -0.058, -0.018], [-0.015, -0.004, -0.035], [0.000, -0.011, -0.011], [-0.153, -0.155, 0.062], [-0.029, 0.039, -0.003], [0.069, 0.053, -0.079], [-0.007, 0.083, 0.098], [-0.049, 0.100, -0.023], [0.075, -0.186, -0.012], [0.029, 0.008, -0.053], [0.014, 0.021, 0.032], [0.005, 0.066, -0.043], [-0.002, 0.054, -0.063], [-0.042, -0.096, -0.261], [-0.019, 0.123, 0.018], [0.017, -0.132, 0.062], [-0.029, 0.191, -0.141], [0.092, -0.261, 0.367], [-0.109, 0.424, 0.067], [0.026, -0.157, -0.008], [0.128, -0.183, -0.266], [0.015, 0.045, 0.427], [0.016, -0.033, -0.277], [-0.034, 0.200, 0.082], [0.018, -0.015, 0.137], [0.098, -0.295, -0.055], [-0.031, -0.021, -0.339], [0.017, -0.065, 0.375], [0.019, -0.027, -0.036], [0.204, -0.270, -0.079], [-0.014, 0.304, 0.024], [-0.069, 0.446, -0.114], [-0.006, -0.139, 0.128], [-0.025, 0.095, -0.093], [0.009, -0.008, 0.117], [0.012, -0.242, -0.166], [0.037, -0.275, -0.075], [0.010, -0.004, -0.002], [0.014, 0.003, 0.009], [-0.013, -0.013, -0.012], [0.056, 0.047, -0.020], [-0.021, 0.005, -0.001], [0.009, -0.014, 0.028], [-0.023, 0.000, 0.030], [0.012, -0.015, -0.005], [0.011, -0.070, -0.025], [-0.002, 0.022, 0.006], [0.005, -0.001, -0.013], [-0.001, 0.043, 0.008], [-0.210, -0.069, -0.031], [-0.513, 0.665, 0.590], [0.118, -0.087, 0.027], [-0.054, 0.010, 0.084], [0.128, 0.016, -0.125], [0.008, -0.032, 0.002], [0.012, -0.017, 0.000], [0.005, -0.011, -0.028], [0.018, 0.045, 0.087], [-0.058, -0.025, -0.037], [0.049, -0.017, 0.014], [0.133, 0.121, 0.336], [-0.055, -0.046, -0.001], [0.040, -0.053, -0.044], [-0.550, -0.071, -0.479], [0.393, -0.191, 0.048], [0.053, 0.002, -0.034], [-0.049, 0.103, 0.052], [0.138, -0.095, -0.061], [-0.041, 0.028, 0.016], [-0.080, -0.043, 0.040], [0.019, 0.014, -0.050], [0.232, -0.087, 0.459], [-0.027, -0.095, 0.015], [0.107, 0.095, -0.009], [-0.038, -0.036, 0.105], [0.015, 0.008, -0.036], [0.011, 0.022, -0.034], [-0.039, 0.011, 0.011], [0.006, 0.023, -0.026], [-0.032, -0.028, -0.016], [0.030, 0.025, -0.051], [-0.022, -0.047, 0.019], [-0.026, 0.041, 0.030], [-0.019, -0.001, -0.024], [-0.012, 0.019, 0.005], [-0.066, 0.013, 0.019], [-0.045, 0.091, -0.014], [-0.008, -0.015, -0.041], [-0.001, 0.016, 0.003], [-0.041, 0.003, -0.019]]
}

=====

{
  "formula": "C22H31N3O4",
  "method": "ωB97M-V/def2-TZVPD",
  "energy_ev": -35979.62360,
  "relative_energy_ev": 0.6655,
  "mol_weight_da": 401.5,
  "homo_ev": -8.68,
  "symbols": ["C", "H", "C", "C", "C", "C", "C", "C", "H", "H", "C", "C", "O", "N", "N", "C", "O", "C", "C", "O", "H", "C", "C", "C", "C", "C", "C", "N", "C", "O", "C", "C", "C", "H", "H", "H", "H", "H", "H", "H", "H", "H", "H", "H", "H", "H", "H", "H", "H", "H", "H", "H", "H", "H", "H", "H", "H", "H", "H", "H"],
  "xyz": [[-4.573384, -3.738528, 0.597171], [-4.345876, -4.595607, -0.032728], [-4.827376, -2.499205, -0.252141], [-5.152144, -1.277585, 0.603304], [-5.410402, -0.042434, -0.256645], [-5.636029, 1.217750, 0.582816], [-4.342253, 1.809044, 1.162831], [-3.847962, 3.049965, 0.416012], [-4.647055, 3.794926, 0.391325], [-3.011776, 3.484125, 0.970146], [-3.407493, 2.761167, -1.023817], [-2.245403, 1.788959, -1.073523], [-2.311935, 0.642416, -1.462867], [-1.092320, 2.327316, -0.611959], [0.098050, 1.621464, -0.572322], [1.223311, 2.258044, -0.240601], [1.196652, 3.473902, 0.045154], [2.468210, 1.475162, -0.227344], [3.643537, 2.125628, 0.103760], [3.689191, 3.407284, 0.411621], [2.742970, 3.754135, 0.348108], [4.878307, 1.388921, 0.122238], [6.078448, 2.025108, 0.462108], [7.258940, 1.325418, 0.485523], [7.251055, -0.030427, 0.169136], [6.082247, -0.675549, -0.166643], [4.863678, 0.017932, -0.203569], [3.680971, -0.590083, -0.545215], [2.461573, 0.067414, -0.554860], [1.444925, -0.562521, -0.843305], [3.640637, -2.004942, -0.883088], [3.603326, -2.888714, 0.365014], [3.594026, -4.363794, -0.012706], [4.490514, -4.624146, -0.571884], [3.554929, -4.982669, 0.879843], [2.727242, -4.591842, -0.627830], [2.701629, -2.648343, 0.930741], [4.464950, -2.672433, 1.000846], [4.492234, -2.251305, -1.519637], [2.723070, -2.161199, -1.455389], [6.125054, -1.726240, -0.397440], [8.174333, -0.590144, 0.188318], [8.183049, 1.816276, 0.747155], [6.042083, 3.075748, 0.702789], [0.094403, 0.625950, -0.822836], [-0.973985, 3.295860, -0.336348], [-4.233714, 2.325385, -1.584205], [-3.112652, 3.694670, -1.508013], [-3.557571, 1.051859, 1.150732], [-4.505597, 2.093668, 2.204596], [-6.132677, 1.975796, -0.027169], [-6.319908, 0.968298, 1.397513], [-6.294740, -0.223838, -0.872965], [-4.560851, 0.099355, -0.924431], [-6.031779, -1.485349, 1.219209], [-4.315235, -1.086589, 1.278083], [-5.657682, -2.691956, -0.935959], [-3.943628, -2.282195, -0.855165], [-3.733102, -3.574053, 1.268372], [-5.449008, -3.977231, 1.198146]],
  "forces_ev_per_a": [[-0.032, 0.113, -0.229], [0.034, -0.142, 0.021], [0.003, -0.016, 0.351], [0.020, 0.022, -0.478], [-0.152, 0.011, 0.277], [0.142, -0.130, -0.097], [-0.171, 0.232, -0.001], [0.015, -0.153, 0.061], [0.032, 0.042, 0.023], [-0.033, 0.093, -0.007], [-0.066, -0.006, 0.141], [-0.023, 0.311, -0.068], [0.062, -0.403, -0.085], [0.727, 0.603, 0.345], [-0.449, -0.327, -0.200], [-0.340, -0.265, -0.103], [0.081, 0.233, 0.063], [0.132, 0.334, 0.100], [-0.483, -0.182, -0.115], [-0.044, -0.034, -0.018], [0.108, -0.181, -0.024], [0.193, -0.074, 0.029], [-0.100, -0.081, -0.035], [0.060, 0.077, 0.027], [-0.107, 0.047, -0.006], [0.012, -0.140, -0.044], [0.287, 0.606, 0.175], [-0.201, -0.129, -0.157], [0.218, 0.116, 0.025], [-0.184, -0.101, -0.008], [-0.167, -0.412, 0.126], [0.039, -0.031, -0.241], [0.008, 0.218, 0.126], [0.084, -0.093, -0.071], [-0.002, -0.123, 0.023], [-0.086, -0.093, -0.082], [0.019, 0.083, 0.033], [-0.033, 0.045, 0.046], [-0.028, 0.044, 0.014], [0.259, 0.006, 0.029], [-0.056, -0.100, -0.019], [0.058, -0.068, -0.007], [0.072, 0.057, 0.026], [0.025, 0.082, 0.022], [0.043, 0.232, 0.076], [-0.115, -0.216, -0.086], [0.097, -0.019, -0.084], [-0.034, -0.015, -0.071], [0.093, -0.087, 0.116], [0.097, -0.049, 0.011], [-0.081, 0.076, 0.024], [-0.077, 0.048, -0.018], [-0.001, -0.038, -0.073], [-0.006, 0.010, -0.103], [-0.012, 0.006, 0.094], [0.043, -0.004, 0.123], [0.012, 0.036, -0.088], [-0.017, 0.025, -0.100], [0.088, -0.031, 0.102], [-0.062, -0.068, 0.090]]
}